Entry 1:
{"formula": "C14H17N3PtSe", "method": "ωB97M-V/def2-TZVPD", "species": ["H", "H", "H", "H", "C", "C", "N", "H", "C", "Se", "H", "H", "H", "C", "H", "N", "H", "C", "C", "C", "C", "H", "H", "H", "C", "N", "H", "C", "C", "C", "Pt", "C", "H", "C", "H", "H"], "xyz": [[1.47993, 0.82073, 2.15504], [-0.84784, 1.56822, -3.52646], [3.03314, 0.49576, 1.37523], [2.87604, -1.61234, 0.67162], [1.05167, 2.40749, -0.28491], [2.27229, 0.01662, 2.00269], [-0.78151, -1.09715, -0.44366], [0.20046, 3.85629, -3.25382], [-0.20215, 0.91081, -1.59675], [-1.69301, 3.58498, 3.41910], [2.16227, -2.20459, 2.24711], [1.16601, -1.84747, 0.83688], [1.53609, 2.58434, 0.67287], [-0.70488, -1.32652, 2.53388], [-1.51889, -0.37754, -3.64767], [-1.12016, 1.24144, 1.69205], [-1.09506, -2.87020, 0.57131], [0.29135, 3.10345, -2.47194], [0.96274, 3.38415, -1.27442], [-1.91609, -2.28419, -2.68861], [-1.77136, -2.99569, -1.49706], [-0.43497, -0.91752, 3.52541], [-2.36314, -2.75664, -3.56430], [2.59293, -0.18739, 3.02474], [-1.45856, -0.97268, -2.73658], [0.46558, 1.20966, -0.45167], [-0.50663, -2.41186, 2.50599], [-0.29600, 1.85339, -2.63247], [-1.21581, -2.37260, -0.38676], [-0.83851, -0.39959, -1.61428], [0.37995, -0.23942, 1.17365], [2.07097, -1.50910, 1.40907], [-2.06875, -4.03482, -1.40561], [-1.33675, 2.17591, 2.41075], [1.40576, 4.35472, -1.08859], [-1.77711, -1.15065, 2.33813]], "atomic_forces_ev_per_a": [[0.09, 0.19, 0.52], [0.20, 0.33, 0.16], [-0.16, -0.07, 0.48], [-0.20, -0.22, 0.35], [-0.70, 0.36, -1.26], [2.48, -1.09, 0.84], [0.10, -0.87, 1.05], [0.06, -0.19, 0.20], [-0.86, -1.64, 0.00], [0.06, -0.12, -0.05], [-0.02, 0.11, -0.32], [0.24, -0.65, -0.26], [-0.03, 0.08, -0.23], [0.50, -0.36, 1.21], [-0.08, -0.32, 0.20], [-0.45, 1.68, 1.55], [-0.13, -0.05, -0.28], [-0.72, -1.06, -0.43], [0.57, -0.07, 1.11], [0.21, 1.43, -0.84], [0.37, -0.54, 1.72], [-0.37, -0.41, -0.31], [0.13, 0.22, 0.24], [0.27, 0.45, -0.15], [-0.38, -0.92, -0.43], [1.74, 0.26, 0.47], [0.10, 0.41, 0.07], [0.38, 0.93, -0.20], [-0.36, -0.01, -1.12], [0.59, 1.86, -0.27], [-6.95, 2.03, -2.62], [2.20, -0.03, 0.29], [-0.04, 0.15, -0.06], [0.51, -1.89, -1.53], [-0.04, -0.06, -0.06], [0.66, 0.07, -0.06]], "homo_energy_ev": [-5.2, -7.5], "charge": 0, "multiplicity": 3, "s_squared": 2.026, "de_lowest_kcal_mol": 62.6, "lumo_ev": [-0.198, -0.953], "orbital_gap_ha": [0.18303, 0.24074]}

---

Entry 2:
{"formula": "C7H7N", "method": "ωB97M-V/def2-TZVPD", "species": ["H", "H", "H", "H", "C", "C", "H", "C", "C", "C", "N", "C", "H", "C", "H"], "xyz": [[1.37626, -1.68403, -0.86013], [3.15111, 0.14366, -0.07274], [-1.71621, -1.94877, -0.09488], [-1.84450, 2.28002, 0.18773], [-2.26457, 0.09846, -0.02356], [2.03380, 0.17191, -0.02385], [-3.29488, -0.11201, -0.18893], [-0.11313, 0.75465, 0.02224], [-0.14996, -0.61613, 0.08016], [-1.50748, 1.22685, 0.06817], [-1.43189, -1.01074, 0.00853], [1.26389, 1.27253, -0.02193], [1.60552, -1.72406, 0.91167], [1.24753, -1.12273, 0.05710], [1.64450, 2.27040, -0.04958]], "atomic_forces_ev_per_a": [[0.41, -0.43, -0.21], [-1.17, 0.11, 0.10], [-0.48, -0.78, -0.03], [0.20, -1.14, -0.41], [0.35, -0.75, 0.11], [1.71, 0.00, -0.02], [-0.61, 0.35, 0.23], [-1.94, 1.51, 0.85], [1.00, 1.62, -0.11], [1.33, 0.75, -0.29], [-0.13, 0.18, 0.03], [-0.28, -1.78, 0.18], [-0.39, 0.11, -0.31], [0.17, -0.20, -0.05], [-0.18, 0.44, -0.05]], "homo_energy_ev": -7.6, "charge": 0, "de_lowest_kcal_mol": 6.7, "lumo_ev": 0.981, "orbital_gap_ha": 0.31527}

---

Entry 3:
{"formula": "C13H27Br2I2NO5", "method": "ωB97M-V/def2-TZVPD", "species": ["H", "H", "H", "H", "H", "C", "O", "C", "N", "H", "I", "H", "H", "O", "C", "Br", "C", "H", "H", "H", "C", "H", "C", "O", "C", "C", "Br", "H", "H", "O", "C", "H", "O", "H", "H", "H", "H", "H", "H", "C", "H", "C", "I", "H", "H", "C", "C", "H", "H", "H"], "xyz": [[5.10318, 4.28525, -1.34391], [-2.13641, -5.99123, 4.76590], [-6.20497, -0.11381, -0.52101], [4.92130, 2.07738, -0.17513], [-1.18206, -5.44284, 2.50084], [1.50669, 4.05700, -2.37664], [-0.40009, -4.92319, 5.00181], [-2.36970, -1.99860, -0.38486], [-3.11138, -1.02993, -1.27834], [-0.75301, -4.17368, 4.49221], [1.41223, -0.91033, -2.43999], [-1.32438, -7.20306, 2.71918], [0.25194, -6.39087, 2.87458], [-3.08975, -2.62346, 0.58814], [-4.21082, 0.39235, 0.68488], [-3.93140, 1.67137, -2.06465], [-5.67901, -0.32455, 0.50736], [-5.59803, -1.47281, 0.72441], [-0.48372, 3.80679, -3.17304], [2.01545, 4.58200, -1.56238], [5.65696, 3.41110, -1.70184], [6.67875, 3.45740, -1.31475], [1.13480, -0.87814, -0.22571], [2.05413, 4.49294, -3.61220], [-0.82038, -6.30082, 3.07691], [0.01617, 4.32480, -2.34800], [-4.41393, 2.32590, 1.23023], [3.70269, 2.13585, -2.74437], [3.05333, 0.37276, 0.05986], [3.64633, 2.09510, -1.77423], [4.97193, 2.13225, -1.26656], [-2.57947, -0.87212, -2.17272], [-0.94415, -2.28368, -0.61188], [1.87981, 5.44667, -3.68985], [-6.40181, 0.11784, 1.34820], [5.51254, 1.25363, -1.63158], [1.70534, 2.98611, -2.27399], [1.66946, 0.83268, 1.30998], [-2.17294, 0.70022, -0.34208], [-0.07220, -1.59499, 0.35187], [-0.18803, 5.39324, -2.47264], [2.21628, -0.07380, 0.76459], [-0.38618, -1.58738, 2.55413], [-0.68461, -6.94443, 5.13073], [5.69007, 3.48056, -2.79403], [-3.26371, 0.34438, -0.66637], [-1.06726, -6.09513, 4.55709], [2.67572, -0.76668, 1.59268], [-0.42208, 3.99020, -1.40353], [-3.58354, -0.17025, 1.53078]], "atomic_forces_ev_per_a": [[0.08, -0.15, 0.02], [-0.06, -0.21, -0.03], [1.36, -0.39, 1.93], [-0.16, -0.04, -0.14], [-0.10, -0.10, 0.03], [-0.45, 0.14, 0.00], [0.03, 0.42, 0.12], [-4.23, -2.38, 4.53], [2.17, -0.56, 0.56], [0.19, -0.43, 0.23], [-0.29, 0.07, 2.20], [0.03, 0.09, -0.05], [-0.14, -0.06, 0.10], [5.33, 4.11, -6.34], [0.15, -1.75, -0.62], [0.62, -1.50, 0.91], [-0.49, 0.43, 0.99], [0.06, 2.23, -0.69], [0.09, -0.02, 0.14], [-0.04, -0.18, 0.17], [0.16, 0.19, 0.07], [-0.05, 0.04, -0.08], [-3.28, -1.72, 3.16], [0.25, 0.31, -0.32], [0.05, -0.15, -0.19], [-0.19, -0.04, 0.02], [0.25, -1.42, -0.16], [-0.07, 0.03, 0.45], [-1.77, -1.00, 1.54], [-0.01, -0.27, -0.12], [0.11, 0.14, -0.36], [-0.45, -0.39, 1.24], [-1.90, 1.70, 2.35], [0.12, -0.54, 0.00], [1.67, -0.92, -1.84], [0.18, 0.00, 0.14], [-0.02, 0.38, -0.09], [1.05, -2.04, -1.29], [-2.48, -0.22, -0.79], [3.84, 2.37, -3.01], [-0.01, -0.03, 0.13], [-0.41, 0.23, -0.89], [0.13, -0.10, -2.17], [0.02, 0.26, 0.05], [0.07, -0.07, 0.09], [1.14, 0.64, 1.99], [-0.05, 0.20, -0.31], [-0.98, 1.18, -1.81], [-0.04, 0.07, -0.07], [-1.50, 1.43, -1.80]], "homo_energy_ev": -9.0, "charge": 0, "lumo_ev": -0.973, "orbital_gap_ha": 0.29545}

---

| no. | E_tot (eV) |
| --- | --- |
| 1 | -87851.6255 |
| 2 | -8861.3330 |
| 3 | -181926.1403 |